Below is a structure of composition C22H27CoF6N10O2PS, with properties calculated with ωB97M-V/def2-TZVPD.

<S²> ... 8.7681
Energy relative to the best compared isomer or geometry (same formula, charge and spin) ... 0.00 kJ/mol
Calculated total energy ... -116296.5888 eV
Net charge ... +2
2S+1 ... 6
HOMO (spin up / spin down) ... -0.5319 / -0.5284 Ha

```
70
Properties=species:S:1:pos:R:3:forces:R:3:lowdin_charge:R:1
Co -0.000721 0.270306 0.095026 -0.223 0.015 -0.053 0.86
N -1.933806 1.175855 3.732840 0.000 0.016 0.032 0.08
C -1.598978 1.668261 2.547478 0.102 0.050 -0.040 -0.09
N -0.855815 0.769003 1.918994 -0.103 -0.141 0.010 0.05
C -0.798720 -0.277198 2.795509 -0.066 0.022 0.083 -0.30
N -1.434044 -0.061206 3.913795 0.011 0.017 -0.050 0.19
C -0.108767 -1.499792 2.412739 0.038 -0.068 0.031 -0.18
C 0.087621 -2.561963 3.278451 0.012 -0.009 -0.046 -0.02
N 0.724187 -3.660652 2.888948 0.000 0.031 -0.023 0.14
C 1.170264 -3.688732 1.642392 -0.007 -0.037 0.049 -0.05
C 0.986800 -2.629826 0.758106 0.011 0.066 -0.060 -0.04
N 0.331888 -1.536477 1.144521 0.078 -0.028 0.057 0.08
H -2.481649 1.609410 4.462176 -0.006 0.002 0.008 0.18
H -1.885055 2.644418 2.192200 -0.007 -0.006 -0.002 0.14
H -0.278513 -2.515203 4.296132 -0.001 0.004 0.004 0.14
H 1.694423 -4.578491 1.317675 0.002 0.004 -0.005 0.13
H 1.369458 -2.662637 -0.247548 -0.005 -0.007 -0.009 0.10
C 3.980602 5.218973 -1.948636 -0.014 -0.007 -0.005 -0.05
C 3.032446 4.322285 -2.728200 0.007 0.000 0.017 -0.16
N 1.756647 4.131419 -1.997742 -0.039 -0.059 -0.071 -0.08
C 0.687809 5.088941 -2.309759 -0.004 0.015 0.024 -0.21
C -0.186985 4.640232 -3.469054 0.022 -0.006 0.001 -0.05
C 1.638686 3.160098 -1.121000 0.187 -0.034 -0.055 -0.60
S 0.071202 2.946281 -0.338640 0.055 -0.005 0.096 1.00
N 2.710933 2.424724 -0.837054 -0.055 0.052 0.097 0.16
C 2.731871 1.413207 -0.000951 -0.002 -0.160 -0.131 -0.34
O 1.659829 0.903093 0.550682 0.040 0.364 0.115 -0.15
C 4.001796 0.801952 0.357617 0.026 0.007 -0.029 -0.14
C 5.191611 1.292917 -0.192114 -0.009 -0.006 -0.009 0.01
C 6.395812 0.705589 0.142297 -0.011 0.000 0.001 -0.04
C 6.420676 -0.368876 1.023754 0.004 -0.006 0.007 -0.03
C 5.242608 -0.859463 1.577683 0.014 -0.001 0.001 -0.04
C 4.035631 -0.277996 1.247424 -0.038 -0.003 0.008 0.00
H 4.886436 5.375475 -2.532665 0.000 0.003 0.002 0.09
H 4.253903 4.758563 -1.000206 0.003 0.004 0.001 0.07
H 3.537232 6.195367 -1.751903 0.004 0.002 0.001 0.08
H 3.467000 3.343517 -2.910007 -0.005 -0.009 -0.002 0.12
H 2.765659 4.764668 -3.687016 -0.006 -0.007 -0.001 0.13
H 1.186289 6.028114 -2.545611 -0.004 0.010 0.023 0.13
H 0.095823 5.254684 -1.406515 -0.004 -0.008 -0.003 0.09
H 0.407361 4.448115 -4.362280 -0.004 0.000 0.002 0.09
H -0.908314 5.421488 -3.704084 0.004 0.003 -0.004 0.10
H -0.740385 3.736717 -3.211525 -0.013 0.006 0.001 0.04
H 5.157390 2.125971 -0.879231 -0.001 0.001 -0.005 0.11
H 7.317349 1.079955 -0.281071 -0.003 0.001 -0.003 0.12
H 7.366061 -0.826450 1.283613 -0.003 -0.001 0.001 0.12
H 5.275136 -1.691364 2.267622 -0.002 0.001 0.000 0.12
H 3.116442 -0.647768 1.681949 0.009 0.004 -0.007 0.11
C -3.973279 -0.213516 -3.655967 -0.023 0.011 0.006 0.02
N -3.335181 -0.266548 -2.346356 0.026 -0.048 -0.022 -0.05
C -3.730824 -1.166343 -1.277779 -0.017 0.041 -0.005 0.01
C -2.650729 -0.917384 -0.246836 -0.001 0.004 0.052 -0.42
O -2.550273 -1.433310 0.831635 -0.032 0.028 -0.007 0.12
N -1.766816 0.043770 -0.768846 0.007 -0.112 -0.108 0.06
C -2.229513 0.371908 -2.010889 0.000 0.008 0.023 -0.38
N -1.656977 1.301590 -2.780242 0.013 -0.025 0.039 0.21
H -4.645042 -1.062655 -3.743464 -0.008 0.005 0.010 0.11
H -3.223614 -0.300383 -4.443425 -0.004 -0.004 0.003 0.10
H -4.550832 0.702516 -3.778140 0.005 0.005 -0.003 0.11
H -3.718691 -2.209458 -1.597935 0.011 0.001 -0.009 0.16
H -4.714918 -0.925700 -0.873354 -0.008 -0.011 0.001 0.16
H -0.650663 1.352500 -2.688997 -0.002 0.013 0.002 0.07
H -1.983875 1.366016 -3.733227 -0.007 -0.015 -0.001 0.12
F 0.732752 0.160586 -1.818341 -0.023 -0.001 0.003 -0.31
P 1.067511 -1.299482 -2.914981 0.024 0.089 0.083 0.24
F 0.053423 -2.065079 -1.910108 -0.013 0.004 -0.081 -0.15
F 1.979930 -0.298123 -3.725155 0.015 -0.005 0.011 -0.09
F 2.258092 -1.588477 -1.888271 0.026 -0.029 -0.014 -0.12
F 1.334567 -2.547327 -3.798245 0.014 -0.028 -0.020 -0.04
F -0.211940 -0.808764 -3.748509 0.006 -0.023 -0.021 -0.12
```
Positions in Å, forces in eV/Å.